Entry 1:
Density functional theory data (wB97M-V/def2-TZVPD) for a 2-piece molecular cluster, C2H7N overall at a distorted geometry.

```
! RIJCOSX wB97M-V def2-TZVPD def2/J DEFGRID3
* xyz 0 1
H -3.059 -1.849 -1.403
C -3.935 -2.354 -1.014
H 2.195 2.735 0.377
H 2.300 0.887 -0.639
H 3.027 0.090 0.786
H -3.853 -3.355 -0.492
H -4.766 -1.691 -0.666
H -4.259 -2.569 -2.014
C 2.578 0.957 0.378
N 2.366 2.018 1.124
*
```

For the orbital gap, the calculation gives 11.5 eV. The calculation puts the HOMO energy at -10.52 eV. The LUMO energy is 0.0375 Eh. Its electronic energy is -135.0857 Ha. Its SMILES is C=N.C. As for the molar mass: 45.09 g/mol.

Entry 2:
Density functional theory data (wB97M-V/def2-TZVPD) for C4H4N4OS as an isolated structure at a distorted geometry.

```
! RIJCOSX wB97M-V def2-TZVPD def2/J DEFGRID3
* xyz -2 1
C 0.119 -0.342 -1.902
C 0.488 0.483 1.342
H -0.970 -0.909 -0.190
H 0.991 0.626 0.431
N -0.620 1.220 1.598
C 1.238 -0.870 -1.521
H -1.510 0.754 -0.937
N 1.050 -0.086 2.421
H -1.884 -0.683 -1.666
N -0.753 1.027 2.943
C -1.125 -0.286 -1.121
S 0.522 0.123 -3.593
N 0.203 0.279 3.407
O 2.251 -1.336 -1.213
*
```

For the orbital gap, the calculation gives 5.2 eV. The calculation puts the HOMO energy at 0.54 eV. The LUMO energy is 0.2118 Eh. Its electronic energy is -847.2014 Ha. As for the molar mass: 156.17 g/mol.

Entry 3:
Density functional theory data (wB97M-V/def2-TZVPD) for a 2-piece molecular cluster, C38H41N3O5 overall at a distorted geometry.

```
! RIJCOSX wB97M-V def2-TZVPD def2/J DEFGRID3
* xyz 0 1
C 1.142 -3.733 5.624
C 0.551 -0.541 3.979
C -8.766 0.335 0.302
O -8.830 1.564 -0.460
C -3.590 -3.633 0.848
H 2.151 -5.441 6.498
N -7.377 3.006 -3.268
H -4.393 4.179 -8.433
C -3.963 -2.450 -1.663
H -4.239 5.360 -4.286
H -0.437 0.872 2.653
C -6.469 3.309 -5.857
H 4.754 -2.499 5.705
C -4.161 -3.841 -1.489
C 3.723 -2.599 6.075
C -8.319 1.472 -1.719
C -9.382 0.558 1.656
C -4.829 -4.065 -3.780
H -9.306 -0.448 -0.242
H -3.924 -3.619 -4.214
C -0.969 -1.691 5.478
H -2.469 -1.979 2.605
H 1.535 -0.365 3.549
H -5.285 7.008 0.806
C -4.215 4.872 -6.389
H -5.619 -3.303 -3.717
H -7.349 2.703 -5.635
H 1.981 -4.003 7.585
H -8.863 3.588 -1.835
C -5.408 6.930 -1.360
C -6.467 3.942 -3.469
C -2.004 -0.940 4.959
H -5.705 6.586 -3.480
C -3.448 -0.173 2.113
C -6.148 4.267 -1.018
C -6.060 4.790 -2.326
C -5.886 4.051 -4.812
O 3.513 -4.011 6.147
N -1.775 -0.049 3.961
C -8.224 2.821 -2.307
H -3.727 0.719 4.041
H 3.623 -2.135 7.075
H -5.091 7.964 -1.503
C -3.600 -1.667 -0.581
H -10.473 0.588 1.596
C -4.603 0.440 1.340
C -4.728 4.813 -5.091
H -2.612 1.604 2.963
H -5.161 -4.914 -4.374
C -3.081 -1.457 1.867
H -6.419 2.792 -7.949
C 0.338 -1.517 4.973
C -5.942 3.360 -7.151
O -7.935 0.452 -2.260
O -5.685 -0.141 1.230
H -3.437 -4.065 1.839
H 0.146 -3.906 6.040
H -4.112 -1.994 -2.643
H -9.037 1.476 2.135
H -3.037 -1.037 5.302
H -5.061 2.519 1.239
H -9.095 -0.292 2.277
C -4.810 4.142 -7.424
H -6.426 3.218 -0.868
H 2.999 -2.193 4.090
H -7.713 0.050 0.429
H 1.221 -4.252 4.647
C -5.711 6.148 -2.480
H -3.428 -0.602 -0.736
H -4.092 -5.500 -0.108
H -6.029 4.628 1.093
H -3.343 5.494 -6.590
H 2.863 -0.828 5.251
O -4.558 -4.661 -2.491
H -4.702 1.768 -0.325
C -2.940 0.608 3.280
C -4.405 1.801 0.731
C -5.910 5.066 0.100
C -0.530 0.153 3.471
C -5.514 6.399 -0.070
C 2.746 -1.911 5.130
N 1.380 -2.297 5.461
C -3.442 -2.231 0.704
C 2.184 -4.343 6.552
H -1.175 -2.411 6.267
H -3.365 2.138 0.796
C -3.949 -4.427 -0.214
*
```

For the orbital gap, the calculation gives 1.4 eV. The calculation puts the HOMO energy at -3.43 eV. The LUMO energy is -0.0766 Eh. Its electronic energy is -2012.8711 Ha. As for the molar mass: 619.76 g/mol.

Entry 4:
Density functional theory data (wB97M-V/def2-TZVPD) for a 3-piece molecular cluster, C28H37FNO8S overall at a distorted geometry.

```
! RIJCOSX wB97M-V def2-TZVPD def2/J DEFGRID3
* xyz 1 1
N 1.446 1.782 2.815
C -0.063 1.139 1.177
C -2.463 -5.833 -6.680
O 2.305 -2.910 -2.108
C -2.329 -6.659 -7.906
H 2.351 5.034 -0.519
F -2.760 -0.455 -0.754
H -3.073 -1.322 4.747
O -3.279 -7.245 -8.375
H 1.042 -6.133 -8.462
H 2.458 4.356 3.494
H -1.645 1.675 -0.192
O -0.678 6.448 -0.574
H 1.978 6.663 0.032
H -0.256 4.175 -1.791
C -0.224 4.103 -0.705
H -0.992 -2.239 4.286
H -1.499 -4.580 -5.272
H 2.654 3.036 1.691
H 3.828 2.213 5.214
C 1.448 -2.544 -2.886
C 2.276 1.489 3.992
C -0.080 -5.266 -6.794
C 1.747 -2.313 -4.317
C 0.805 -1.900 -5.160
H -0.210 3.199 1.495
H -1.943 -1.517 7.568
C 0.055 -6.090 -8.019
C 0.238 5.444 -0.128
C 0.118 1.127 2.727
H 0.189 5.449 0.968
H -1.433 6.021 -0.982
C -0.937 -1.459 5.049
C 0.057 -2.303 -2.424
H 2.765 -2.502 -4.633
C 0.104 -0.330 3.217
C -2.725 -1.692 6.828
O 0.872 -4.677 -6.323
H -0.415 -1.901 5.899
C 0.485 2.562 0.922
H 1.002 -1.728 -6.210
H -3.641 -1.267 7.239
H -2.338 0.062 5.635
H -0.910 -7.344 -9.427
C 1.706 2.533 1.818
O -0.178 -0.329 4.600
C 1.631 5.847 -0.603
O -1.445 -1.280 -5.470
H 0.532 0.327 0.751
H -1.250 3.928 -0.352
C -0.582 -1.655 -4.703
H -2.245 1.165 1.383
S 1.847 4.143 5.835
O 0.635 3.013 -0.375
H -2.875 -2.764 6.715
C -1.706 -0.406 0.059
C -1.421 -5.188 -6.165
H 1.626 1.359 4.853
H -0.668 1.714 3.202
H 2.734 0.514 3.806
C -0.885 -1.889 -3.269
C -2.347 -1.018 5.502
H 4.212 2.419 3.536
C -0.987 -6.737 -8.535
O -1.051 -1.370 0.252
C -1.484 0.968 0.622
H 3.830 4.556 4.556
C 2.941 3.950 4.381
H -1.906 -1.708 -2.958
H -3.450 -5.790 -6.237
H -0.137 -2.482 -1.376
H 1.086 -0.772 3.021
H 1.255 5.305 5.491
H 1.544 6.230 -1.616
C 3.393 2.495 4.253
H -0.680 -0.846 2.667
*
```

For the orbital gap, the calculation gives 7.5 eV. The calculation puts the HOMO energy at -11.54 eV. The LUMO energy is -0.1500 Eh. Its electronic energy is -2243.5143 Ha. As for the molar mass: 566.67 g/mol.

Entry 5:
Density functional theory data (wB97M-V/def2-TZVPD) for C32H28AlN4O2SSi as an isolated structure at a distorted geometry.

```
! RIJCOSX wB97M-V def2-TZVPD def2/J DEFGRID3
* xyz 1 1
H 8.714 10.088 18.851
C 9.223 14.041 8.657
C 9.052 10.243 17.833
C 6.279 15.243 12.582
H 5.474 15.878 13.034
O 9.007 9.161 9.492
Al 9.971 10.639 13.175
H 8.815 14.676 6.631
C 9.006 7.708 17.320
C 14.380 10.119 10.578
C 8.760 11.725 9.130
H 8.811 5.693 16.761
H 9.253 8.128 11.296
C 12.574 10.212 14.411
H 8.938 7.405 18.379
C 13.825 10.059 11.882
C 9.134 7.835 12.392
C 9.218 12.466 13.097
C 8.726 6.558 12.622
C 13.532 10.136 9.483
C 8.975 7.005 14.986
Si 7.491 14.887 13.926
H 6.820 15.794 11.803
H 7.143 13.833 16.176
C 9.144 9.116 16.966
C 8.622 6.107 13.966
H 9.647 14.989 8.993
C 9.380 9.370 15.606
C 8.931 6.733 16.387
H 9.422 12.418 17.989
H 8.344 5.078 14.206
H 15.627 9.706 12.950
C 9.275 8.377 14.656
N 10.281 10.562 11.266
H 9.653 16.150 14.493
O 7.905 10.439 11.370
C 8.866 13.887 7.334
C 14.589 9.854 13.077
H 6.206 15.349 16.028
N 9.581 10.657 15.159
H 8.228 10.466 7.424
H 5.769 14.345 12.214
H 14.000 10.190 8.497
C 8.482 12.566 6.919
H 14.488 9.533 15.201
C 9.421 11.531 17.403
C 8.445 11.459 7.804
C 9.650 11.665 16.031
C 8.462 13.454 13.213
C 13.927 9.837 14.332
N 11.890 10.500 13.279
S 8.909 10.338 10.320
C 9.012 13.002 9.585
N 9.418 8.738 13.357
H 12.037 10.368 15.341
H 8.211 12.323 5.911
H 15.480 10.017 10.389
H 5.697 13.851 15.084
H 8.866 16.672 12.921
C 11.601 10.416 10.860
H 11.495 10.438 8.668
C 12.126 10.333 9.552
C 6.528 14.430 15.455
C 8.692 16.373 13.977
H 9.888 12.626 15.567
H 8.186 17.255 14.469
H 8.489 5.944 11.781
C 12.459 10.325 11.996
H 9.088 13.230 10.639
*
```

For the orbital gap, the calculation gives 6.2 eV. The calculation puts the HOMO energy at -10.44 eV. The LUMO energy is -0.1548 Eh. Its electronic energy is -2535.7553 Ha. As for the molar mass: 587.74 g/mol.

Entry 6:
Density functional theory data (wB97M-V/def2-TZVPD) for a 2-piece molecular cluster, CH6N3 overall at a distorted geometry.

```
! RIJCOSX wB97M-V def2-TZVPD def2/J DEFGRID3
* xyz 1 1
N -0.448 1.085 -0.807
N 1.139 0.226 0.872
H -0.480 -1.812 0.638
H -1.199 0.536 -1.213
C 0.194 0.352 0.005
H 0.402 -1.865 -0.891
N -0.431 -1.559 -0.429
H 1.373 -0.707 1.167
H -0.361 2.052 -0.925
H 1.719 0.953 1.194
*
```

For the orbital gap, the calculation gives 10.9 eV. The calculation puts the HOMO energy at -15.66 eV. The LUMO energy is -0.1751 Eh. Its electronic energy is -205.6227 Ha. As for the molar mass: 60.08 g/mol.

Entry 7:
Density functional theory data (wB97M-V/def2-TZVPD) for C24H21BCl2EuN7O2 as an isolated structure at a distorted geometry.

```
! RIJCOSX wB97M-V def2-TZVPD def2/J DEFGRID3
* xyz 0 7
H 2.446 -2.527 -4.022
H 3.563 1.075 -0.939
H 3.470 3.427 2.260
C -2.610 0.056 1.661
Eu 0.256 0.242 0.062
C -1.988 2.866 4.097
H 2.727 0.416 2.604
H 0.948 2.775 2.456
C -3.691 -2.122 0.081
H 3.524 -0.424 1.270
H -0.670 -4.578 3.684
H -4.322 -1.724 0.854
H -3.613 1.515 3.614
C 1.859 -1.300 -2.400
C 4.298 -0.088 -2.577
C 2.752 -1.722 -3.372
H -2.511 3.388 4.889
C -2.607 1.844 3.402
C 2.093 -1.625 2.329
N 2.154 -0.310 -1.549
H 2.833 -3.179 3.741
C -3.362 -3.717 -1.666
N 0.262 -2.639 1.873
Cl -3.881 -5.062 -2.628
H 5.250 0.424 -2.604
H 0.962 -5.217 3.906
H 4.596 2.796 0.715
B 3.638 3.469 1.054
H 4.699 -1.417 -4.219
C -2.118 -3.162 -1.917
C 3.355 0.279 -1.641
C -1.626 -2.082 -1.181
H 3.702 4.603 0.638
N -0.663 1.543 2.058
H 3.965 -0.788 2.933
N -0.353 -1.484 -1.409
C -4.152 -3.195 -0.663
O 0.378 -2.985 -3.038
C -1.915 1.201 2.389
H -0.627 -2.777 1.412
C 0.884 -3.443 2.745
O -3.682 -0.300 2.131
C -2.440 -1.545 -0.147
H -1.518 -3.580 -2.705
Cl -5.716 -3.848 -0.301
N 1.474 2.190 0.017
C -0.064 2.526 2.744
N 0.977 -1.530 1.610
C 3.987 -1.107 -3.465
N -1.931 -0.440 0.596
C 0.293 -4.735 3.197
H 0.139 -5.412 2.356
C 0.514 -2.013 -2.308
C -0.686 3.210 3.767
H -0.153 3.997 4.283
C 3.130 -0.546 2.280
C 2.077 -2.818 3.064
C 2.385 2.776 0.429
*
```

For the orbital gap (spin up / spin down), the calculation gives 5.4 / 4.1 eV. The calculation puts the HOMO energy (spin up / spin down) at -5.79 / -7.76 eV. The LUMO energy (spin up / spin down) is -0.0141 / -0.1348 Eh. Its electronic energy is -3116.4229 Ha. As for the molar mass: 673.16 g/mol.

Entry 8:
Density functional theory data (wB97M-V/def2-TZVPD) for C47H39GeN2O3PTi as an isolated structure at a distorted geometry.

```
! RIJCOSX wB97M-V def2-TZVPD def2/J DEFGRID3
* xyz 0 3
C 1.384 -5.600 -0.864
H 3.675 -5.600 0.402
C -4.828 1.353 -3.615
C 1.675 2.169 2.120
H -1.047 9.089 -2.848
H 5.256 -5.928 4.319
H 2.321 -6.857 -3.870
H 3.654 -4.255 5.064
C -4.139 0.216 -3.276
H -2.223 7.948 -4.506
H 1.411 3.241 3.929
O -1.248 -0.124 0.105
C -1.551 7.387 -3.887
C -0.500 5.243 -3.198
H -2.870 -1.899 0.837
C -0.103 7.322 -1.977
H -2.618 0.117 2.138
Ge -1.442 1.681 -0.166
C -0.373 -0.990 0.551
H -4.596 2.925 4.630
C -3.131 0.303 -2.247
C -0.876 8.047 -2.885
H 1.029 -7.420 -1.950
H 0.042 0.850 -2.652
H 0.943 1.507 -4.040
H -3.492 -4.058 1.891
C 3.777 -5.223 1.359
H -4.045 4.744 3.066
H 3.059 -2.943 -2.059
C 2.739 0.085 3.747
C 4.620 -5.469 3.560
C -1.470 -4.689 2.348
H 2.382 1.438 5.364
H 3.097 -0.994 1.896
C 2.303 1.293 4.296
Ti 0.680 3.345 -0.444
C -0.134 3.816 -3.405
C 2.766 -4.770 -3.105
C 1.509 -6.446 -1.963
C 1.946 -4.351 -0.877
H 2.759 2.230 -2.462
H 5.068 -6.862 2.054
H -1.688 5.532 -4.989
C 4.612 -5.927 2.242
H -3.683 3.524 -1.352
H -2.511 -0.584 -2.029
C 1.758 2.305 3.514
H 0.621 -0.723 0.806
C 1.999 1.437 -2.219
N 0.353 3.025 -2.536
C -2.938 1.494 -1.537
C -4.094 2.689 3.686
N 1.751 1.608 -0.783
C 2.932 -4.200 1.782
C -3.095 3.381 1.636
C -3.784 3.729 2.805
O 1.192 3.118 1.382
H -0.288 3.457 -4.396
C -4.638 2.537 -2.905
C -2.128 -2.637 1.172
C -3.037 1.094 2.266
P 1.938 -3.198 0.569
C 2.787 -0.039 2.393
H 3.018 -0.665 4.486
H 2.446 0.473 -2.454
H -1.816 -5.575 2.825
C -3.739 2.606 -1.887
C -3.715 1.417 3.426
C -0.152 -4.399 2.021
C 2.226 -6.074 -3.084
C -1.246 6.022 -4.144
C 2.628 -3.943 -2.031
C 0.236 -3.273 1.273
H -5.521 1.278 -4.444
C 0.729 1.645 -2.959
H -2.966 4.142 0.886
H 0.603 -5.116 2.227
C 2.914 -3.850 3.128
O 0.365 5.220 -0.961
H -4.297 -0.742 -3.766
C -2.467 -3.834 1.791
C 2.320 0.778 0.028
H 2.828 -0.090 -0.379
H -3.873 0.650 4.171
H 3.350 -4.539 -4.020
C 2.263 0.939 1.510
C -2.680 2.076 1.362
H -5.192 3.368 -3.236
H 0.319 7.879 -1.117
H 2.216 -3.075 3.560
C 3.718 -4.517 4.004
H 0.823 -5.927 -0.027
C -0.756 -2.279 0.951
C -0.049 5.912 -2.023
*
```

For the orbital gap (spin up / spin down), the calculation gives 5.7 / 7.3 eV. The calculation puts the HOMO energy (spin up / spin down) at -5.93 / -8.00 eV. The LUMO energy (spin up / spin down) is -0.0095 / -0.0249 Eh. Its electronic energy is -5417.3928 Ha. As for the molar mass: 831.29 g/mol.

Copy entry 1 word for word.
Density functional theory data (wB97M-V/def2-TZVPD) for a 2-piece molecular cluster, C2H7N overall at a distorted geometry.

```
! RIJCOSX wB97M-V def2-TZVPD def2/J DEFGRID3
* xyz 0 1
H -3.059 -1.849 -1.403
C -3.935 -2.354 -1.014
H 2.195 2.735 0.377
H 2.300 0.887 -0.639
H 3.027 0.090 0.786
H -3.853 -3.355 -0.492
H -4.766 -1.691 -0.666
H -4.259 -2.569 -2.014
C 2.578 0.957 0.378
N 2.366 2.018 1.124
*
```

For the orbital gap, the calculation gives 11.5 eV. The calculation puts the HOMO energy at -10.52 eV. The LUMO energy is 0.0375 Eh. Its electronic energy is -135.0857 Ha. Its SMILES is C=N.C. As for the molar mass: 45.09 g/mol.

Among the records above, which one has the lowest electronic energy?
C47H39GeN2O3PTi

Which of these has the highest electronic energy?
C2H7N

Repeat the fourth record exactly.
Density functional theory data (wB97M-V/def2-TZVPD) for a 3-piece molecular cluster, C28H37FNO8S overall at a distorted geometry.

```
! RIJCOSX wB97M-V def2-TZVPD def2/J DEFGRID3
* xyz 1 1
N 1.446 1.782 2.815
C -0.063 1.139 1.177
C -2.463 -5.833 -6.680
O 2.305 -2.910 -2.108
C -2.329 -6.659 -7.906
H 2.351 5.034 -0.519
F -2.760 -0.455 -0.754
H -3.073 -1.322 4.747
O -3.279 -7.245 -8.375
H 1.042 -6.133 -8.462
H 2.458 4.356 3.494
H -1.645 1.675 -0.192
O -0.678 6.448 -0.574
H 1.978 6.663 0.032
H -0.256 4.175 -1.791
C -0.224 4.103 -0.705
H -0.992 -2.239 4.286
H -1.499 -4.580 -5.272
H 2.654 3.036 1.691
H 3.828 2.213 5.214
C 1.448 -2.544 -2.886
C 2.276 1.489 3.992
C -0.080 -5.266 -6.794
C 1.747 -2.313 -4.317
C 0.805 -1.900 -5.160
H -0.210 3.199 1.495
H -1.943 -1.517 7.568
C 0.055 -6.090 -8.019
C 0.238 5.444 -0.128
C 0.118 1.127 2.727
H 0.189 5.449 0.968
H -1.433 6.021 -0.982
C -0.937 -1.459 5.049
C 0.057 -2.303 -2.424
H 2.765 -2.502 -4.633
C 0.104 -0.330 3.217
C -2.725 -1.692 6.828
O 0.872 -4.677 -6.323
H -0.415 -1.901 5.899
C 0.485 2.562 0.922
H 1.002 -1.728 -6.210
H -3.641 -1.267 7.239
H -2.338 0.062 5.635
H -0.910 -7.344 -9.427
C 1.706 2.533 1.818
O -0.178 -0.329 4.600
C 1.631 5.847 -0.603
O -1.445 -1.280 -5.470
H 0.532 0.327 0.751
H -1.250 3.928 -0.352
C -0.582 -1.655 -4.703
H -2.245 1.165 1.383
S 1.847 4.143 5.835
O 0.635 3.013 -0.375
H -2.875 -2.764 6.715
C -1.706 -0.406 0.059
C -1.421 -5.188 -6.165
H 1.626 1.359 4.853
H -0.668 1.714 3.202
H 2.734 0.514 3.806
C -0.885 -1.889 -3.269
C -2.347 -1.018 5.502
H 4.212 2.419 3.536
C -0.987 -6.737 -8.535
O -1.051 -1.370 0.252
C -1.484 0.968 0.622
H 3.830 4.556 4.556
C 2.941 3.950 4.381
H -1.906 -1.708 -2.958
H -3.450 -5.790 -6.237
H -0.137 -2.482 -1.376
H 1.086 -0.772 3.021
H 1.255 5.305 5.491
H 1.544 6.230 -1.616
C 3.393 2.495 4.253
H -0.680 -0.846 2.667
*
```

For the orbital gap, the calculation gives 7.5 eV. The calculation puts the HOMO energy at -11.54 eV. The LUMO energy is -0.1500 Eh. Its electronic energy is -2243.5143 Ha. As for the molar mass: 566.67 g/mol.